An isolated ion of composition C2H11N5 and charge +2 in a non-equilibrium geometry, computed with ωB97M-V/def2-TZVPD.

Structure (XYZ):
```
18
Properties=species:S:1:pos:R:3:forces:R:3:lowdin_charge:R:1
C -0.1044 -0.8635 0.3128 -2.918 0.996 -0.423 -0.23
C 0.7013 0.1281 -0.0940 -1.198 2.143 -0.378 -0.27
N 0.1964 -2.1610 0.5801 0.734 -0.199 -1.063 0.15
N 0.1075 1.4890 -0.1909 1.087 -1.124 3.991 0.05
N -1.6217 -0.4528 0.5254 4.009 -2.541 1.242 0.04
N 2.1893 0.0580 -0.1420 -0.036 -0.015 3.293 0.23
N -2.1889 0.4302 -0.4051 -1.779 -0.852 -0.255 0.15
H -0.5943 -2.7408 0.8606 0.681 -0.193 -0.195 0.13
H 0.9266 -2.6175 -0.0480 -1.578 0.578 1.424 0.17
H 0.2054 2.0621 0.7433 -0.144 -1.364 -2.350 0.19
H 0.4163 2.0187 -0.9459 0.814 1.158 -1.606 0.08
H -2.0872 -1.3317 0.8603 -0.508 1.622 -1.178 0.17
H 2.4715 1.0407 -0.3437 0.418 -0.954 -0.173 0.18
H 2.4775 -0.1142 0.9397 -0.070 0.184 -3.057 0.26
H 2.6353 -0.6477 -0.7732 -0.307 0.777 0.492 0.19
H -1.5218 1.2149 -0.4763 0.697 0.648 0.610 0.10
H -2.2268 0.1026 -1.3792 -0.631 -0.483 0.121 0.19
H -3.1177 0.7617 -0.0490 0.730 -0.381 -0.493 0.22
```
Forces are in eV/Å.

The total charge is +2. The spin multiplicity is 1. The structure (SMILES) is N/C([NH3+])=C(/N)N[NH3+]. The calculation puts the HOMO energy at -0.644 Ha. The value obtained for the energy above the lowest of the compared OMol25 structures with the same formula, charge and spin is 95.6 kcal per mole. The value obtained for the total energy is -9683.466 eV. For the LUMO energy, the calculation gives -7.38 eV. As for the HOMO-LUMO gap: 10.1 eV.